65
Properties=species:S:1:pos:R:3 method="wB97M-V/def2-TZVPD" smiles=COC[C@H](C)N.OCCO.OCCO.OCCO.CO.CO.CO total_charge=0
C -1.062 -2.685 -3.394
O -0.644 -1.590 -2.583
H -1.766 -3.285 -2.815
H -1.577 -2.335 -4.288
H -0.218 -3.341 -3.618
H -0.330 -0.882 -3.160
C 0.480 0.419 -0.215
O -0.278 -0.735 0.085
H 0.642 1.024 0.676
H 1.458 0.138 -0.628
H 0.008 1.079 -0.952
H -0.576 -1.074 -0.771
C 0.156 1.420 -5.276
O -0.059 1.247 -3.887
H 0.812 0.637 -5.674
H -0.796 1.330 -5.797
H 0.583 2.400 -5.493
H 0.604 1.721 -3.373
C -3.727 -2.154 3.847
C -2.340 -1.657 3.498
C -1.357 -2.812 3.371
O -1.279 -3.518 4.595
C -0.436 -4.637 4.497
N -2.415 -0.939 2.189
H -4.184 -2.708 3.023
H -4.407 -1.334 4.089
H -3.727 -2.817 4.714
H -1.983 -0.916 4.211
H -0.369 -2.437 3.068
H -1.708 -3.494 2.580
H 0.583 -4.355 4.214
H -0.851 -5.384 3.808
H -0.386 -5.116 5.477
H -1.485 -0.965 1.754
H -2.920 -1.539 1.534
C 4.223 -0.665 0.299
C 5.320 0.360 0.331
O 6.496 -0.273 -0.195
O 3.909 -1.049 -1.023
H 3.318 -0.312 0.801
H 4.505 -1.548 0.892
H 5.524 0.698 1.349
H 5.026 1.183 -0.326
H 7.262 0.248 0.057
H 4.645 -1.572 -1.355
C 2.332 4.153 -0.194
C 2.904 3.098 -1.097
O 1.976 2.787 -2.169
O 1.203 3.635 0.492
H 2.051 5.042 -0.765
H 3.106 4.436 0.525
H 3.036 2.174 -0.539
H 3.859 3.376 -1.551
H 2.146 3.402 -2.888
H 0.436 3.857 -0.043
C -3.991 2.402 -0.899
C -3.285 1.301 -0.181
O -3.419 1.527 1.199
O -5.351 2.515 -0.476
H -4.045 2.156 -1.960
H -3.485 3.363 -0.774
H -2.223 1.307 -0.487
H -3.677 0.321 -0.484
H -2.892 0.853 1.667
H -5.357 2.517 0.488


79
Properties=species:S:1:pos:R:3 method="wB97M-V/def2-TZVPD" total_charge=0
Sc 1.245 -2.082 -0.198
N 3.511 0.711 2.431
C 3.451 -0.804 2.446
C 4.327 -1.422 3.512
P 1.620 -1.125 2.530
O 1.425 -1.349 4.111
O 1.022 0.164 2.089
O 1.265 -2.387 1.787
P 3.821 -1.277 0.690
O 5.224 -0.462 0.546
O 4.003 -2.714 0.363
O 2.726 -0.573 -0.057
H 3.703 1.095 3.353
H 2.512 0.976 2.134
H 4.198 1.054 1.758
H 4.000 -1.115 4.506
H 5.372 -1.146 3.363
H 4.251 -2.507 3.455
H 0.545 -1.696 4.331
H 5.851 -0.937 -0.019
C 1.393 -6.176 -2.937
C 0.896 -4.797 -2.554
O -0.201 -4.351 -3.335
P 2.178 -3.495 -2.741
O 3.617 -3.969 -2.295
O 2.300 -3.359 -4.321
O 1.828 -2.180 -2.120
P 0.322 -4.706 -0.792
O 1.862 -4.534 -0.163
O -0.260 -3.328 -0.581
O -0.312 -5.926 -0.289
H 1.736 -6.184 -3.975
H 0.576 -6.885 -2.815
H 2.216 -6.482 -2.292
H -0.050 -4.592 -4.255
H 3.834 -3.660 -1.385
H 2.232 -2.441 -4.623
H 1.991 -5.133 0.584
C -2.935 1.497 -3.529
Si -2.245 2.720 -2.258
C -0.668 3.492 -2.983
C -3.547 4.098 -2.101
Si -1.653 1.662 -0.221
Te -0.362 -0.232 -1.171
Si -3.614 1.016 0.913
C -4.623 2.532 1.459
C -4.694 -0.030 -0.241
C -3.245 -0.030 2.455
Si -0.533 3.207 1.155
C -0.536 2.711 2.992
C 1.292 3.408 0.647
C -1.334 4.930 1.099
H -3.002 1.934 -4.528
H -3.932 1.151 -3.246
H -2.287 0.620 -3.577
H -0.783 3.762 -4.035
H 0.147 2.767 -2.904
H -0.373 4.391 -2.436
H -3.689 4.601 -3.060
H -3.258 4.852 -1.365
H -4.513 3.687 -1.795
H -4.775 3.212 0.617
H -4.107 3.090 2.245
H -5.604 2.245 1.842
H -5.051 0.568 -1.083
H -5.563 -0.453 0.266
H -4.102 -0.853 -0.650
H -2.712 0.551 3.211
H -2.611 -0.877 2.178
H -4.155 -0.424 2.911
H -0.158 1.693 3.114
H -1.553 2.739 3.393
H 0.077 3.384 3.596
H 1.720 2.424 0.427
H 1.892 3.891 1.422
H 1.373 4.005 -0.264
H -2.388 4.872 1.386
H -1.292 5.358 0.094
H -0.838 5.621 1.783


| no. | HOMO (eV) |
| --- | --- |
| 1 | -9.2769 |
| 2 | -6.5003 |